A) Here is C3H7N3S2 in the gas phase from the Open Molecules 2025 dataset. Energies are from the ωB97M-V functional and the def2-TZVPD basis.

Summary:
Orbital gap: 9.167 eV
2S+1: 1
LUMO: 0.02120 hartree

Positions of all 15 atoms, in Å:
C  -0.387  0.159  -0.480
C  0.911  0.930  -0.476
C  -0.170  -2.272  -0.002
H  1.326  -1.902  -2.276
H  -0.376  -2.060  -2.631
H  -1.125  0.479  -1.223
H  -0.858  0.085  0.516
H  1.716  0.446  -1.010
H  0.277  4.100  0.717
H  -0.161  -3.211  -0.575
N  0.350  -1.474  -2.213
N  -0.014  -1.252  -0.830
N  1.080  2.121  -0.031
S  -0.367  2.957  0.507
S  -0.435  -2.120  1.603

Atomic partial charges in e from the natural (NBO) method, atoms 1 to 4: C -0.3311; C 0.0914; C -0.0720; H 0.3740



B) Here is C3H7N3S2 in the gas phase from the Open Molecules 2025 dataset. Energies are from the ωB97M-V functional and the def2-TZVPD basis.

Summary:
Orbital gap: 8.897 eV
2S+1: 1
LUMO: 0.01967 hartree

Positions of all 15 atoms, in Å:
C  -0.258  0.552  -2.522
C  0.189  0.449  -0.233
C  0.046  -0.899  2.517
H  -0.007  1.185  -3.346
H  -1.340  0.503  -2.490
H  0.083  -0.471  -2.725
H  -0.831  -1.108  -0.942
H  -0.846  -0.348  2.732
H  0.300  -1.541  3.377
H  1.030  1.971  0.751
N  0.317  1.116  -1.319
N  -0.508  -0.741  -0.071
N  0.595  1.082  0.956
S  -0.185  -1.981  1.096
S  1.415  0.230  2.218

Atomic partial charges in e from the natural (NBO) method, atoms 1 to 4: C -0.4474; C 0.5572; C -0.7294; H 0.2119



Last place for stability: A)



A) Here is a gas-phase ion, C9H12N3 (charge +1) from the Open Molecules 2025 dataset. Energies are from the ωB97M-V functional and the def2-TZVPD basis.

Summary:
Orbital gap (alpha / beta): 7.189 / 7.190 eV
Net charge: +1
2S+1: 1
LUMO (alpha / beta): -0.14459 / -0.14460 hartree

Positions of all 24 atoms, in Å:
C  1.428  -1.964  1.863
C  0.433  -2.644  1.339
C  1.715  -0.618  1.456
C  -0.502  -2.034  0.483
C  0.882  0.013  0.619
C  -0.192  -0.697  -0.022
C  0.971  1.346  -0.023
C  -0.797  0.070  -0.961
C  -1.386  2.394  -0.677
N  -0.477  -2.925  -1.108
N  -0.186  -2.378  -2.074
N  -0.294  1.446  -0.943
H  2.143  -2.527  2.566
H  0.238  -3.677  1.766
H  2.600  -0.016  1.832
H  -1.580  -2.277  0.454
H  1.099  2.351  0.483
H  1.793  1.383  -0.884
H  -1.560  -0.219  -1.802
H  -1.888  2.203  0.279
H  -0.925  3.409  -0.666
H  -2.094  2.484  -1.606
H  -0.831  -3.893  -0.896
H  0.153  1.771  -1.930

Atomic partial charges in e from the natural (NBO) method, atoms 1 to 4: C -0.2163; C -0.2040; C -0.1455; C -0.2447



B) Here is a gas-phase ion, C9H12N3 (charge +1) from the Open Molecules 2025 dataset. Energies are from the ωB97M-V functional and the def2-TZVPD basis.

Summary:
Orbital gap: 7.201 eV
Net charge: +1
2S+1: 1
LUMO: -0.18952 hartree

Positions of all 24 atoms, in Å:
C  -1.210  -1.644  0.118
C  -1.992  0.554  -0.873
C  2.184  -1.032  0.973
C  0.000  -1.236  0.422
C  0.527  0.322  0.419
C  -2.348  -0.830  -0.544
C  0.241  1.189  -0.944
C  -0.035  1.060  1.605
C  1.405  1.516  -1.694
N  -0.984  1.173  -1.277
N  1.941  0.212  0.689
N  1.139  -1.865  0.859
H  -1.335  -2.699  0.140
H  -2.729  1.242  -0.629
H  3.144  -1.378  1.262
H  -2.651  -1.461  -1.420
H  -3.290  -0.681  -0.030
H  0.927  1.589  2.008
H  -0.344  0.363  2.319
H  -0.810  1.870  1.531
H  2.375  1.443  -1.228
H  1.347  2.393  -2.191
H  1.240  0.785  -2.600
H  1.257  -2.886  1.085

Atomic partial charges in e from the natural (NBO) method, atoms 1 to 4: C -0.2653; C 0.3337; C 0.2912; C 0.2115



Last place for stability: A)



A) Here is 2 unconnected molecules or ions with the total composition C3H9NO2S2 from the Open Molecules 2025 dataset. Energies are from the ωB97M-V functional and the def2-TZVPD basis.

Summary:
Orbital gap: 9.478 eV
2S+1: 1
LUMO: 0.01386 hartree

Positions of all 17 atoms, in Å:
N  0.085  -1.495  -0.090
C  0.602  -0.465  0.789
C  -0.178  -0.329  2.019
O  -0.025  0.481  2.838
C  0.835  0.883  0.131
S  2.229  1.099  -1.113
S  1.772  1.266  -3.006
H  -0.647  -1.218  -0.581
H  0.864  -1.812  -0.838
H  1.678  -0.729  1.180
H  -0.819  -1.105  2.151
H  0.943  1.668  0.947
H  -0.058  1.147  -0.498
H  1.921  0.001  -3.594
H  -3.573  0.620  -0.577
H  -2.894  -0.172  0.566
O  -2.734  0.162  -0.324

Atomic partial charges in e from the natural (NBO) method, atoms 1 to 4: N -0.8231; C -0.1960; C 0.4422; O -0.5007



B) Here is 2 unconnected molecules or ions with the total composition C3H9NO2S2 from the Open Molecules 2025 dataset. Energies are from the ωB97M-V functional and the def2-TZVPD basis.

Summary:
Orbital gap: 9.514 eV
2S+1: 1
LUMO: 0.01414 hartree

Positions of all 17 atoms, in Å:
N  0.751  0.782  -1.029
C  0.476  0.911  0.384
C  1.600  0.404  1.228
O  1.591  0.305  2.428
C  -0.861  0.341  0.843
S  -2.414  1.220  0.346
S  -3.469  0.303  -1.046
H  0.596  -0.155  -1.373
H  0.137  1.397  -1.574
H  0.391  1.989  0.684
H  2.501  0.228  0.648
H  -0.854  0.230  1.939
H  -1.008  -0.657  0.398
H  -3.109  0.878  -2.244
H  0.908  -3.427  -0.708
H  1.811  -2.282  -0.265
O  0.953  -2.469  -0.659

Atomic partial charges in e from the natural (NBO) method, atoms 1 to 4: N -0.8403; C -0.1935; C 0.4423; O -0.5143



Last place for stability: A)



A) Here is C2H5N3OS in the gas phase from the Open Molecules 2025 dataset. Energies are from the ωB97M-V functional and the def2-TZVPD basis.

Summary:
Orbital gap: 9.435 eV
2S+1: 1
LUMO: 0.00133 hartree

Positions of all 12 atoms, in Å:
C  0.310  -0.419  0.768
C  -1.059  0.414  -1.858
H  1.807  -0.854  2.009
H  -0.287  -0.744  2.634
H  1.879  -1.068  -0.090
H  -0.306  1.945  -0.701
H  -1.645  -0.549  -1.883
N  0.567  -0.973  1.927
N  1.072  -0.333  -0.212
N  -0.839  1.126  -0.695
O  -0.261  0.857  -2.767
S  -1.238  0.597  0.868

Atomic partial charges in e from the natural (NBO) method, atoms 1 to 4: C 0.3069; C 0.5045; H 0.4286; H 0.4114



B) Here is C2H5N3OS in the gas phase from the Open Molecules 2025 dataset. Energies are from the ωB97M-V functional and the def2-TZVPD basis.

Summary:
Orbital gap: 9.424 eV
2S+1: 1
LUMO: 0.01544 hartree

Positions of all 12 atoms, in Å:
C  0.458  -0.676  -0.806
C  -1.183  0.716  1.319
H  2.487  1.263  -2.314
H  1.032  1.694  -1.372
H  0.175  -1.688  -0.339
H  -0.976  1.561  1.980
H  -1.659  -2.167  2.147
N  1.547  0.894  -2.026
N  1.490  -0.424  -1.564
N  -1.366  -0.362  2.050
O  -1.430  -1.671  1.316
S  -0.574  0.861  -0.393

Atomic partial charges in e from the natural (NBO) method, atoms 1 to 4: C -0.1000; C -0.1150; H 0.3814; H 0.3587



Last place for stability: B)



A) Here is 4 unconnected molecules or ions with the total composition C3H14NO4 from the Open Molecules 2025 dataset. Energies are from the ωB97M-V functional and the def2-TZVPD basis.

Summary:
Orbital gap: 10.190 eV
Net charge: +1
2S+1: 1
LUMO: -0.11318 hartree

Positions of all 22 atoms, in Å:
C  1.446  -0.510  1.349
C  1.842  0.816  0.632
C  0.767  1.028  -0.466
O  0.829  0.529  -1.532
N  1.208  -1.725  0.295
H  0.581  -0.456  2.047
H  2.363  -0.941  2.077
H  2.904  1.020  0.441
H  1.830  1.651  1.414
H  -0.034  1.437  -0.021
H  0.601  -1.474  -0.421
H  0.821  -2.530  0.835
H  2.088  -1.997  -0.096
H  -1.765  -3.450  0.838
H  -0.815  -3.274  2.010
O  -0.873  -2.990  1.052
H  -1.938  0.410  1.853
H  -2.072  0.541  0.413
O  -1.524  0.093  1.024
H  -3.563  3.825  -4.693
H  -2.099  4.407  -4.574
O  -2.596  3.591  -4.479

Atomic partial charges in e from the natural (NBO) method, atoms 1 to 4: C -0.2093; C -0.5831; C 0.4623; O -0.4977



B) Here is 5 unconnected molecules or ions with the total composition C3H14NO4 from the Open Molecules 2025 dataset. Energies are from the ωB97M-V functional and the def2-TZVPD basis.

Summary:
Orbital gap: 10.549 eV
Net charge: +1
2S+1: 1
LUMO: -0.13799 hartree

Positions of all 22 atoms, in Å:
C  -0.513  1.656  -0.929
C  -1.206  2.669  -0.428
C  0.372  0.404  0.887
N  -0.242  0.436  -0.222
H  -0.150  1.510  -1.945
H  -1.605  2.552  0.585
H  -1.336  3.637  -0.881
H  0.561  -0.501  1.442
H  0.769  1.292  1.356
H  -0.501  -0.458  -0.728
H  1.543  -3.623  -0.164
H  0.557  -2.665  0.567
O  0.943  -2.867  -0.296
H  1.981  3.224  1.147
H  2.287  3.056  -0.263
O  2.253  2.521  0.540
H  -1.613  -2.414  1.557
H  -0.945  -1.815  2.782
O  -0.812  -1.964  1.830
H  -1.916  -1.809  -2.177
H  -0.454  -2.319  -1.786
O  -1.085  -1.590  -1.742

Atomic partial charges in e from the natural (NBO) method, atoms 1 to 4: C -0.0540; C -0.3438; C 0.1364; N -0.4478



Last place for stability: A)